No. 1
ORCA calculation (wB97M-V/def2-TZVPD) on a structure of composition C30H25N5PS2Se2Zn.

```
66
C30H25N5PS2Se2Zn wB97M-V/def2-TZVPD
Zn -0.512 -1.715 1.302
C 0.833 0.766 3.834
C 0.221 -0.504 4.322
N -0.374 -1.376 3.556
C -0.829 -2.463 4.262
C -0.579 -2.418 5.596
S 0.245 -0.969 5.973
C -1.513 -3.502 3.494
C -2.130 -4.611 3.970
S -2.811 -5.490 2.676
C -2.240 -4.338 1.557
N -1.576 -3.355 2.120
C -2.507 -4.493 0.100
H 0.628 0.877 2.771
H 1.915 0.749 3.974
H 0.433 1.625 4.373
H -0.826 -3.142 6.354
H -2.221 -4.937 4.992
H -3.175 -5.333 -0.078
H -1.575 -4.661 -0.440
H -2.969 -3.590 -0.298
Se -0.388 -2.164 -1.310
P 1.574 -1.342 -0.898
Se 1.997 -1.631 1.213
C 1.559 0.431 -1.310
C 1.895 1.407 -0.381
C 1.806 2.751 -0.725
C 1.386 3.120 -1.993
C 1.060 2.142 -2.928
C 1.145 0.802 -2.589
C 2.861 -2.049 -1.946
C 2.528 -2.778 -3.082
C 3.534 -3.250 -3.914
C 4.863 -2.997 -3.608
C 5.194 -2.274 -2.470
C 4.196 -1.798 -1.637
H 2.221 1.114 0.610
H 2.073 3.510 0.000
H 1.318 4.167 -2.260
H 0.742 2.426 -3.923
H 0.875 0.043 -3.314
H 1.490 -2.986 -3.308
H 3.278 -3.820 -4.797
H 5.646 -3.370 -4.256
H 6.232 -2.084 -2.229
H 4.454 -1.242 -0.743
N -2.154 7.146 -4.107
C -2.153 6.284 -3.348
C -2.152 5.205 -2.398
C -1.817 5.452 -1.069
C -1.795 4.409 -0.160
C -2.122 3.130 -0.585
C -2.473 2.876 -1.902
C -2.481 3.917 -2.813
N -2.059 2.048 0.341
C -2.510 2.033 1.646
C -2.196 0.807 2.135
N -1.544 0.082 1.160
C -1.489 0.854 0.095
H -1.563 6.455 -0.756
H -1.505 4.584 0.867
H -2.742 1.874 -2.210
H -2.752 3.738 -3.845
H -3.040 2.864 2.076
H -2.392 0.398 3.111
H -1.039 0.598 -0.850
```

As for the lowest unoccupied orbital energy: -2.43 eV. Its charge is +1. The calculation puts the electronic energy at -249035.699 eV. The HOMO-LUMO gap comes out at 0.3032 hartree. The largest force on an atom comes out at 0.14 eV/A. The calculation puts the HOMO energy at -10.7 eV. The spin multiplicity is 1.

=====

No. 2
ORCA calculation (wB97M-V/def2-TZVPD) on a cluster of 13 separate species, C39H69F8O44P5 in total.

```
165
C39H69F8O44P5 wB97M-V/def2-TZVPD
C 13.687 -3.335 13.572
C 12.382 -3.086 14.362
O 12.068 -1.732 14.241
C 13.185 -1.090 13.835
O 13.328 0.113 13.742
O 14.018 -2.031 13.276
F 12.592 -3.355 15.652
H 13.448 -3.904 12.673
H 14.377 -3.853 14.238
H 11.577 -3.753 14.052
C 7.917 -1.459 16.123
C 6.435 -1.110 16.345
O 6.454 -0.912 17.721
C 7.428 -1.584 18.321
O 7.528 -1.765 19.572
O 8.270 -2.027 17.365
F 5.656 -2.119 15.960
H 8.475 -0.545 15.918
H 7.994 -2.058 15.216
H 6.125 -0.228 15.784
C 10.557 -4.387 22.141
C 10.841 -4.827 20.705
O 9.539 -5.340 20.369
C 8.881 -5.701 21.506
O 7.797 -6.251 21.553
O 9.519 -5.273 22.519
F 11.684 -5.881 20.561
H 10.155 -3.373 22.146
H 11.404 -4.403 22.828
H 11.056 -4.060 19.960
C 8.909 -12.037 22.025
C 8.610 -10.871 22.947
O 9.893 -10.284 22.999
C 10.507 -10.521 21.815
O 11.630 -10.117 21.482
O 9.704 -11.343 21.070
F 8.335 -11.293 24.182
H 8.035 -12.562 21.639
H 9.470 -12.841 22.501
H 7.827 -10.187 22.618
C 12.721 1.411 18.522
C 11.900 1.988 19.707
O 12.340 1.147 20.746
C 12.860 0.030 20.306
O 13.285 -0.914 20.959
O 13.029 0.146 18.951
F 10.632 1.975 19.610
H 13.602 2.045 18.419
H 12.195 1.483 17.570
H 12.164 3.041 19.804
C 15.975 -1.961 27.107
C 14.955 -3.008 27.069
O 14.055 -2.589 26.126
C 14.068 -1.278 26.010
O 13.263 -0.633 25.387
O 15.223 -0.833 26.560
F 14.340 -3.255 28.218
H 16.832 -2.241 26.496
H 16.381 -1.740 28.094
H 15.369 -3.945 26.696
C 3.320 -4.105 20.017
C 2.457 -5.059 20.819
O 1.328 -5.149 19.969
C 1.204 -4.018 19.263
O 0.222 -3.776 18.574
O 2.390 -3.304 19.266
F 2.152 -4.480 21.992
H 4.036 -4.681 19.431
H 3.989 -3.626 20.733
H 2.877 -6.049 20.996
C 17.046 -7.498 23.676
C 16.099 -6.936 22.631
O 16.681 -5.670 22.352
C 17.965 -5.629 22.707
O 18.811 -4.772 22.410
O 18.186 -6.697 23.584
F 14.939 -6.595 23.173
H 17.220 -8.546 23.431
H 16.715 -7.445 24.714
H 15.876 -7.602 21.798
C 5.449 -11.775 15.920
O 4.403 -10.897 16.369
P 4.706 -9.917 17.646
O 3.554 -9.023 17.972
O 5.174 -10.854 18.849
C 4.302 -11.419 19.769
O 6.071 -9.204 17.195
C 6.167 -8.025 16.407
H 6.467 -11.459 16.147
H 5.314 -11.748 14.839
H 5.190 -12.771 16.277
H 3.302 -11.008 19.633
H 4.660 -11.221 20.780
H 4.274 -12.481 19.524
H 6.926 -8.123 15.631
H 6.613 -7.227 17.001
H 5.226 -7.674 15.982
C 16.789 -3.188 17.720
O 17.831 -4.114 17.815
P 18.244 -5.293 16.829
O 18.961 -4.782 15.620
O 16.901 -6.136 16.489
C 16.091 -6.596 17.528
O 19.087 -6.286 17.697
C 20.189 -5.783 18.405
H 16.476 -3.214 16.676
H 17.117 -2.216 18.089
H 16.006 -3.530 18.397
H 16.431 -7.577 17.862
H 15.028 -6.538 17.294
H 16.324 -5.982 18.397
H 20.356 -4.726 18.194
H 21.090 -6.372 18.237
H 19.913 -5.954 19.445
C 9.822 -9.970 12.055
O 10.462 -10.116 13.290
P 11.481 -8.965 13.820
O 10.929 -7.581 13.678
O 11.916 -9.536 15.234
C 11.057 -9.355 16.338
O 12.894 -9.162 13.025
C 13.671 -10.382 13.074
H 8.752 -9.854 12.227
H 9.917 -10.851 11.420
H 10.243 -9.279 11.324
H 10.436 -10.201 16.632
H 10.351 -8.535 16.206
H 11.580 -9.084 17.255
H 14.206 -10.586 14.001
H 14.423 -10.276 12.292
H 13.050 -11.192 12.692
C 3.664 0.998 22.590
O 4.766 1.397 23.397
P 5.471 2.861 23.166
O 4.833 3.675 22.134
O 5.493 3.546 24.659
C 4.312 4.119 25.203
O 6.974 2.420 22.953
C 7.552 1.457 23.743
H 3.608 -0.091 22.592
H 3.607 1.403 21.580
H 2.805 1.428 23.105
H 4.300 3.871 26.265
H 3.482 3.649 24.676
H 4.324 5.208 25.161
H 6.923 0.852 24.396
H 8.479 1.795 24.206
H 7.900 0.663 23.082
C 2.893 -11.808 26.429
O 2.292 -11.261 25.342
P 2.357 -9.648 25.095
O 1.509 -8.946 26.097
O 3.962 -9.288 25.011
C 4.388 -7.969 25.365
O 1.915 -9.545 23.533
C 0.546 -9.496 23.291
H 3.691 -12.481 26.116
H 2.132 -12.322 27.016
H 3.207 -11.019 27.112
H 3.809 -7.441 26.122
H 4.476 -7.509 24.381
H 5.356 -8.003 25.865
H 0.152 -8.508 23.527
H 0.064 -10.223 23.945
H 0.385 -9.817 22.262
```

As for the lowest unoccupied orbital energy: 0.00 eV. The calculation puts the electronic energy at -199843.346 eV. The HOMO-LUMO gap comes out at 0.3751 hartree. The largest force on an atom comes out at 5.72 eV/A. The calculation puts the HOMO energy at -10.2 eV. The spin multiplicity is 1.

=====

No. 3
ORCA calculation (wB97M-V/def2-TZVPD) on an isolated molecule of CH8O3SSi2.

```
15
CH8O3SSi2 wB97M-V/def2-TZVPD
C 1.342 1.579 -0.009
S 1.453 -0.237 -0.380
O 2.857 -0.526 -0.065
O 0.893 -0.273 -1.745
Si 0.217 -1.456 0.896
O -1.268 -0.788 0.580
Si -2.346 -0.089 -0.459
H 0.878 2.107 -0.777
H 0.608 1.587 0.770
H 2.250 1.833 0.438
H 0.505 -1.130 2.269
H 0.284 -2.688 0.399
H -3.061 -1.179 -1.161
H -3.106 0.600 0.469
H -1.505 0.662 -1.225
```

As for the lowest unoccupied orbital energy: 0.42 eV. The calculation puts the electronic energy at -33899.317 eV. The HOMO-LUMO gap comes out at 0.3766 hartree. The largest force on an atom comes out at 4.87 eV/A. The calculation puts the HOMO energy at -9.8 eV. The spin multiplicity is 1. The structure (SMILES) is CS(=O)(=O)[SiH2]O[SiH3].